(1)
Here is a structure of composition C25H46O2OsP2 in a non-equilibrium geometry from the Open Molecules 2025 dataset. Energies are from ωB97M-V with the def2-TZVPD basis set.

XYZ file:
```
76
Properties=species:S:1:pos:R:3:mulliken_charge:R:1
Os -0.3814 -0.6511 -1.6434 -1.20
C -1.9601 1.6476 0.7876 1.29
C -2.4482 0.8009 -0.2740 1.04
C -2.0798 -0.4862 1.6287 0.65
C -1.8077 0.8595 1.9551 0.25
C -2.5132 -0.5588 0.2666 0.48
C -1.8768 3.1227 0.7291 -2.05
H -1.4681 3.4805 -0.2274 0.34
H -1.2516 3.5298 1.5375 0.33
H -2.8865 3.5429 0.8470 0.46
C -1.5896 1.3441 3.3274 -1.13
H -1.4776 2.4309 3.3696 0.42
H -0.6925 0.8748 3.7639 -0.16
H -2.4381 1.0808 3.9866 0.40
C -2.0720 -1.5767 2.6284 -1.66
H -3.0122 -1.5739 3.2143 0.53
H -1.2561 -1.4433 3.3607 -0.05
H -1.9641 -2.5673 2.1607 0.34
C -3.2024 -1.6908 -0.3979 -1.04
H -4.2690 -1.4722 -0.5362 0.38
H -3.1312 -2.6124 0.1822 0.41
H -2.7713 -1.8789 -1.3977 0.02
C -3.1950 1.2963 -1.4419 -1.25
H -4.2518 1.5018 -1.1456 0.38
H -3.2301 0.5756 -2.2702 0.27
H -2.7929 2.2332 -1.8347 0.39
C 1.2697 0.3599 -2.0986 1.21
C 0.0707 1.1744 -2.3245 0.30
C -0.4186 1.4903 -3.7144 -1.06
C -1.2226 0.3268 -4.3132 -1.24
C -1.2112 -0.8854 -3.4133 -0.08
C 0.0098 -1.7167 -3.2613 -0.01
C 1.3044 -1.3508 -3.9734 -1.27
C 2.0303 -0.1790 -3.3070 -0.99
H 0.4283 1.7733 -4.3606 0.36
H -0.8330 0.0475 -5.3050 0.45
H -1.0628 2.3837 -3.6825 0.46
H 2.1957 0.6237 -4.0566 0.45
H 1.9318 0.7421 -1.3014 -0.90
H -0.0321 2.0178 -1.6233 0.17
H 3.0260 -0.5058 -2.9596 0.48
H 1.9410 -2.2489 -3.9120 0.43
H -0.2000 -2.7875 -3.2392 0.64
H 1.1362 -1.1242 -5.0268 0.34
H -2.2617 0.6601 -4.4555 0.40
H -2.1448 -1.4722 -3.4463 0.69
P 1.7019 1.8369 1.3483 1.34
C 1.6742 2.7243 2.9430 -1.23
H 2.5884 3.3245 3.0046 0.58
H 1.6245 1.9651 3.7409 0.13
H 0.7856 3.3677 2.9866 0.33
C 3.3418 1.0305 1.4169 -1.41
H 4.0491 1.7544 1.8342 0.53
H 3.6502 0.7354 0.4071 0.40
H 3.2811 0.1415 2.0589 0.18
C 2.1583 3.2068 0.2404 -1.44
H 2.4080 2.8289 -0.7595 0.36
H 3.0296 3.7138 0.6806 0.53
H 1.3166 3.9070 0.1535 0.35
P 0.9310 -2.1616 0.4320 1.27
C -0.0135 -3.6243 -0.1454 -1.44
H 0.7097 -4.4137 -0.3816 0.52
H -0.5884 -3.3588 -1.0434 0.29
H -0.6940 -3.9578 0.6466 0.39
C 2.5202 -2.5602 -0.3928 -1.25
H 2.4666 -2.3472 -1.4675 0.17
H 2.6927 -3.6346 -0.2331 0.58
H 3.3194 -1.9664 0.0626 0.32
C 1.3635 -2.7005 2.1354 -1.16
H 1.7030 -3.7476 2.1398 0.54
H 0.5080 -2.5998 2.8107 0.26
H 2.1542 -2.0523 2.5301 0.26
O 0.7027 -1.6723 5.3579 -0.17
C 1.3367 -0.6490 5.0186 0.11
O 1.3103 -0.0211 3.9065 -0.45
H 2.0308 -0.2086 5.7660 0.42
```

## Properties
Multiplicity: 5
Strongest force on any atom in eV/A: 5.71
Net charge: +2
Energy above the lowest of the compared OMol25 structures with the same formula, charge and spin in eV: 0.8459
Gap between HOMO and LUMO (spin up / spin down) in eV: 7.438 / 4.140
M in g/mol: 630.82
Highest occupied orbital energy (spin up / spin down) in Ha: -0.4972 / -0.4922

***

(2)
Here is a cluster of 6 separate species, C25H47BrF3N4O18P2 in total in a non-equilibrium geometry from the Open Molecules 2025 dataset. Energies are from ωB97M-V with the def2-TZVPD basis set.

XYZ file:
```
100
Properties=species:S:1:pos:R:3:mulliken_charge:R:1
N 4.5422 2.6476 0.7025 -0.83
P 3.7325 1.3148 1.1459 0.54
N 2.5812 0.9509 -0.1351 0.52
C 1.3200 1.6771 -0.0616 -0.29
N 0.7105 2.1293 1.0171 0.12
C -0.5972 2.8570 1.0540 -0.81
C -1.7572 1.9951 1.8012 -0.65
C -2.3071 0.7937 0.9234 0.63
F -2.7219 0.9491 -0.4208 -0.29
C -2.4144 -0.4834 1.5792 -0.06
F -1.2435 -0.9695 2.1970 -0.03
F -3.6406 -1.1937 1.6465 -0.23
N 0.6262 1.8694 -1.3734 -0.14
C 0.4238 0.4971 -1.9537 -0.64
C 0.9365 -0.7069 -1.0311 -0.88
C 2.4170 -0.5135 -0.4389 0.30
C 3.6066 -0.9202 -1.4398 -0.47
C 3.3857 -2.2646 -2.2597 0.23
O 3.7762 -2.2607 -3.4601 -0.56
O 2.7922 -3.4615 -1.7722 -0.37
P 2.5158 -1.5437 1.1981 0.55
O 4.1019 -2.2293 1.3651 -0.44
Br 1.1357 -3.3397 1.1049 -0.24
H 4.1417 2.9599 -0.2064 0.23
H 3.1686 1.6044 2.4308 0.08
H 4.7336 0.2818 1.2793 0.14
H 1.1510 1.9794 1.9485 0.30
H -0.4236 3.7661 1.7490 0.37
H -0.9295 3.2910 0.0594 0.42
H -2.6169 2.7252 2.0132 0.39
H -1.3591 1.6763 2.8315 0.36
H 1.3661 2.3053 -1.9657 0.43
H -0.7016 0.3070 -2.1327 0.16
H 0.9176 0.4004 -2.9885 0.41
H 0.2428 -0.8441 -0.1126 -0.10
H 0.7993 -1.6694 -1.6434 0.37
H 4.6096 -0.9974 -0.8687 0.39
H 3.7456 -0.0634 -2.1874 0.40
H 1.9718 -3.5618 -2.3222 0.37
H 4.0610 -3.2080 1.2329 0.31
C -5.0828 -1.0918 -0.9647 -0.36
O -5.7586 -1.0219 -2.2182 -0.33
C -5.0179 -1.4164 -3.2676 0.78
O -3.8755 -1.8064 -3.2224 -0.55
O -5.7690 -1.3005 -4.3734 -0.35
C -5.1054 -1.6881 -5.5762 -0.60
H -5.7725 -0.7508 -0.1916 0.35
H -4.7936 -2.1205 -0.7385 0.44
H -4.2115 -0.4363 -0.9611 -0.09
H -4.8179 -2.7408 -5.5357 0.30
H -4.2330 -1.0558 -5.7561 0.24
H -5.8054 -1.5531 -6.4010 0.23
C -1.5926 1.8740 -8.2287 -0.60
O -0.8253 0.6709 -8.2524 -0.34
C -0.1503 0.4254 -7.1196 0.77
O -0.1477 1.1186 -6.1291 -0.56
O 0.5227 -0.7261 -7.2770 -0.32
C 1.2896 -1.1099 -6.1398 -0.52
H -2.0932 1.9687 -9.1927 0.23
H -2.3540 1.8304 -7.4467 0.26
H -0.9445 2.7418 -8.0891 0.29
H 0.6403 -1.2702 -5.2752 0.20
H 2.0515 -0.3594 -5.9174 0.30
H 1.7901 -2.0498 -6.3734 0.29
C -1.8891 -2.7090 4.3915 -0.47
O -1.4144 -3.4342 5.5225 -0.34
C -0.5130 -2.7674 6.2624 0.76
O -0.1003 -1.6531 6.0425 -0.57
O -0.1515 -3.5548 7.2863 -0.33
C 0.8107 -2.9710 8.1640 -0.50
H -2.6089 -3.3395 3.8677 0.30
H -2.3962 -1.7935 4.7056 0.29
H -1.0695 -2.4823 3.7100 0.13
H 0.4111 -2.0663 8.6272 0.29
H 1.7383 -2.7541 7.6297 0.19
H 1.0265 -3.6947 8.9502 0.22
C 9.3451 -0.8665 5.6988 -0.62
O 8.1924 -0.4776 4.9516 -0.32
C 7.1720 -1.3460 5.0223 0.72
O 7.1617 -2.3800 5.6418 -0.53
O 6.1600 -0.8609 4.2797 -0.23
C 4.9995 -1.6885 4.2634 -0.35
H 10.1027 -0.0932 5.5687 0.23
H 9.1077 -0.9425 6.7620 0.29
H 9.7468 -1.8104 5.3242 0.29
H 4.5897 -1.7971 5.2702 0.38
H 5.2283 -2.6650 3.8320 0.26
H 4.2531 -1.2042 3.6376 -0.12
C -5.9230 6.4322 0.0746 -0.61
O -6.1702 5.5595 -1.0271 -0.34
C -5.5532 4.3718 -0.9393 0.76
O -4.8363 4.0077 -0.0347 -0.56
O -5.8694 3.6572 -2.0308 -0.36
C -5.2775 2.3611 -2.0688 -0.38
H -6.4704 7.3578 -0.1045 0.23
H -6.2860 5.9906 1.0052 0.29
H -4.8591 6.6685 0.1480 0.28
H -5.6160 1.7582 -1.2234 0.25
H -4.1877 2.4356 -2.0794 0.21
H -5.5976 1.8726 -2.9896 0.22
```

## Properties
Strongest force on any atom in eV/A: 5.38
Net charge: +1
Gap between HOMO and LUMO in eV: 7.376
M in g/mol: 890.51
Highest occupied orbital energy in Ha: -0.4298

***

(3)
Here is a cluster of 5 separate species, C25H47FN2O16 in total in a non-equilibrium geometry from the Open Molecules 2025 dataset. Energies are from ωB97M-V with the def2-TZVPD basis set.

XYZ file:
```
91
Properties=species:S:1:pos:R:3:mulliken_charge:R:1
N 1.7519 2.8679 0.4799 -0.50
C 2.5822 1.8263 -0.1973 -0.42
C 3.4017 0.8607 0.8016 -0.80
C 2.4707 0.2144 1.9768 -0.19
C 1.3126 -0.6267 1.2386 -0.34
C 0.5628 -1.6338 2.2499 0.09
O -0.6879 -1.8973 1.4975 -0.33
C -1.2692 -3.0254 2.2059 0.48
O -2.4269 -3.1621 2.6313 -0.52
O -0.1431 -3.9319 2.2730 -0.43
C 1.0994 -3.1397 2.3229 1.00
N 1.9054 -3.7152 1.2158 -0.71
C 1.8210 -3.6929 3.6503 -1.19
C 2.3958 -2.5796 4.6389 0.91
O 3.5574 -2.7583 5.0981 -0.54
F 1.7057 -1.4229 5.0960 -0.27
H 0.9296 2.4150 0.9157 0.23
H 2.2905 3.2439 1.2810 0.26
H 3.3633 2.3929 -0.8392 0.36
H 1.9784 1.1949 -0.9474 0.10
H 4.2983 1.4395 1.2218 0.35
H 3.7377 -0.0506 0.1663 0.30
H 3.1931 -0.4348 2.5995 0.16
H 1.9429 1.0194 2.6072 0.33
H 0.5286 0.1401 0.8774 -0.23
H 1.7746 -1.1425 0.3306 0.22
H 0.1190 -1.1467 3.2018 0.42
H 1.4211 -3.5829 0.3089 0.35
H 2.8130 -3.2051 1.1642 0.25
H 2.7292 -4.3145 3.2936 0.31
H 1.1374 -4.4519 4.1920 0.35
C -5.3966 4.0837 1.8675 -1.10
C -4.1256 4.3746 2.6435 -0.19
O -2.9794 3.8199 1.9870 -0.33
C -2.5440 4.4944 0.9092 0.62
O -3.0243 5.5091 0.4627 -0.56
O -1.4963 3.8282 0.3954 -0.17
C -0.9967 4.3836 -0.8214 -0.66
H -5.4966 3.0107 1.6836 0.28
H -6.2730 4.4345 2.4164 0.36
H -5.3860 4.5731 0.8910 0.31
H -4.1850 3.8984 3.6253 0.30
H -3.9905 5.4468 2.8130 0.31
H -0.7620 5.4443 -0.7071 0.33
H -1.7227 4.2342 -1.6236 0.32
H -0.0792 3.8544 -1.0800 0.14
C -0.5150 0.4547 -6.2516 -1.00
C -0.3267 1.5805 -5.2519 -0.24
O -1.3656 1.5765 -4.2650 -0.39
C -1.2585 0.6361 -3.3124 0.80
O -0.3749 -0.1844 -3.2170 -0.59
O -2.3198 0.7460 -2.4961 -0.35
C -2.3833 -0.2665 -1.4924 -0.40
H -1.5138 0.4970 -6.6938 0.26
H 0.2300 0.5161 -7.0477 0.35
H -0.4226 -0.5222 -5.7716 0.30
H -0.3922 2.5395 -5.7717 0.34
H 0.6571 1.5390 -4.7751 0.29
H -1.4549 -0.3149 -0.9187 0.02
H -2.6023 -1.2323 -1.9525 0.35
H -3.1965 -0.0146 -0.8108 0.27
C 3.9721 -3.0706 8.1492 -1.06
C 2.7901 -2.1258 8.2528 -0.08
O 2.6962 -1.5538 9.5640 -0.38
C 3.5745 -0.5753 9.8353 0.73
O 4.4142 -0.1423 9.0817 -0.55
O 3.3774 -0.1773 11.1044 -0.35
C 4.3186 0.7941 11.5570 -0.63
H 3.9276 -3.8291 8.9358 0.32
H 3.9865 -3.5656 7.1779 0.31
H 4.9178 -2.5385 8.2756 0.30
H 1.8653 -2.6851 8.0883 0.34
H 2.8313 -1.3408 7.4926 0.25
H 4.3581 1.6526 10.8827 0.29
H 5.3053 0.3370 11.6565 0.29
H 3.9958 1.1414 12.5393 0.22
C -5.0321 -2.3702 -10.5979 -1.09
C -4.5594 -1.2274 -9.7188 -0.20
O -3.2014 -1.4200 -9.3043 -0.33
C -2.2681 -1.1652 -10.2358 0.75
O -2.4735 -0.7902 -11.3660 -0.55
O -1.0628 -1.4277 -9.7017 -0.30
C 0.0181 -1.2964 -10.6234 -0.69
H -4.8784 -3.3291 -10.0960 0.29
H -6.0914 -2.2596 -10.8388 0.36
H -4.4707 -2.4089 -11.5342 0.31
H -5.1634 -1.1984 -8.8086 0.30
H -4.6768 -0.2593 -10.2145 0.31
H 0.0122 -0.3158 -11.1048 0.32
H -0.0316 -2.0919 -11.3697 0.32
H 0.9493 -1.4012 -10.0652 0.22
```

## Properties
Strongest force on any atom in eV/A: 5.96
Gap between HOMO and LUMO in eV: 9.930
M in g/mol: 650.65
Highest occupied orbital energy in Ha: -0.3562
Structure (SMILES): NCCCC[C@H]1OC(=O)O[C@]1(N)CC(=O)F.CCOC(=O)OC.CCOC(=O)OC.CCOC(=O)OC.CCOC(=O)OC